(1)
Entry from OMol25: a 3-piece molecular cluster, C2H2I2O2S overall at a distorted geometry (ωB97M-V/def2-TZVPD).

```
9
Properties=species:S:1:pos:R:3:forces:R:3:lowdin_charge:R:1
C 3.241242 -1.090592 0.425005 -0.435 -0.503 -1.250 -0.482
C -2.506898 2.358156 -1.156152 0.803 2.212 -0.261 -0.583
O 2.448322 -1.522674 -0.289783 -0.834 -0.136 -0.620 0.089
O 4.092892 -0.681454 1.057526 1.497 0.913 1.635 0.235
S 0.962790 -3.232743 1.294933 -0.964 -0.173 0.139 -0.143
I -0.823833 1.763440 -0.107905 -0.267 0.379 -0.438 0.693
I -1.347123 -2.894319 1.014855 0.732 -0.079 0.091 0.290
H -2.728115 3.433218 -1.455275 0.967 -1.506 0.344 -0.001
H -3.339278 1.866967 -0.783205 -1.500 -1.107 0.361 -0.099
```
Positions in Å, forces in eV/Å.

Output
* ΔE to the lowest compared entry with this formula, charge and spin: 3.418 eV
* HOMO-LUMO gap (alpha / beta): 0.3085 / 0.2301 hartree
* spin multiplicity: 1
* largest force on an atom: 2.40 eV/Å

(2)
Entry from OMol25: C2H2I2OS as an isolated structure at a distorted geometry (ωB97M-V/def2-TZVPD).

```
8
Properties=species:S:1:pos:R:3:forces:R:3:lowdin_charge:R:1
C 0.895986 1.072121 0.708118 -1.455 -1.586 1.024 -0.075
C -0.119636 -1.420621 0.936259 0.325 0.709 0.243 -1.782
O 0.293336 1.609816 1.555110 0.813 0.580 -0.693 -0.059
S -0.902121 -1.963824 -0.530883 0.174 -0.121 0.071 0.528
I -1.330476 -0.766205 2.550949 0.116 -0.482 -0.280 0.765
I 1.503425 -2.678532 1.442185 -0.307 0.248 -0.089 0.685
H 1.659443 1.370192 -0.005092 0.456 0.521 -0.285 0.078
H -1.770965 -0.951957 -0.618404 -0.122 0.131 0.009 -0.138
```
Positions in Å, forces in eV/Å.

Output
* ΔE to the lowest compared entry with this formula, charge and spin: 2.718 eV
* HOMO-LUMO gap (alpha / beta): 0.2771 / 0.2679 hartree
* spin multiplicity: 1
* largest force on an atom: 2.38 eV/Å

(3)
Entry from OMol25: C2H2IN3 in the gas phase at a distorted geometry (ωB97M-V/def2-TZVPD).

```
8
Properties=species:S:1:pos:R:3:forces:R:3:lowdin_charge:R:1
C -0.105521 0.102829 0.843579 0.568 -0.050 -0.323 -0.269
C 0.781741 -0.070136 -0.134195 1.408 -0.008 0.849 -0.656
N -1.486331 0.164562 0.584864 -1.113 0.318 2.135 0.028
N -1.140137 -0.107287 -1.637735 -1.849 -0.037 -1.419 0.224
N -1.607511 0.036922 -0.618379 0.995 -0.249 -1.595 -0.185
I 2.842047 -0.156050 0.268737 -0.398 0.024 -0.025 0.779
H 0.133207 0.217251 1.885555 0.108 -0.014 0.090 0.092
H 0.582505 -0.188091 -1.192428 0.281 0.016 0.289 -0.013
```
Positions in Å, forces in eV/Å.

Output
* ΔE to the lowest compared entry with this formula, charge and spin: 2.972 eV
* HOMO-LUMO gap: 0.3153 hartree
* spin multiplicity: 1
* largest force on an atom: 2.43 eV/Å

(4)
Entry from OMol25: C2H2IN3OS in the gas phase at a distorted geometry (ωB97M-V/def2-TZVPD).

```
10
Properties=species:S:1:pos:R:3:forces:R:3:lowdin_charge:R:1
C 1.225098 0.549591 -0.033491 -2.416 0.016 0.727 -0.530
C -0.428791 -1.046493 0.040494 -2.968 0.662 -0.991 -0.956
N 0.893439 -0.804922 0.033642 1.971 -1.414 -0.826 0.143
N -0.017858 1.192083 -0.001504 1.084 -1.742 -1.332 0.071
N -1.021653 0.183628 -0.094184 0.870 1.381 1.095 -0.617
O 2.296238 1.045548 -0.013749 1.582 0.593 -0.194 0.121
S -1.444026 -2.348410 -0.013442 0.951 -0.718 0.196 0.544
I -2.973272 0.661552 -0.010004 0.258 -0.080 0.043 0.914
H 1.549467 -1.509957 -0.340180 -0.583 0.575 0.772 0.183
H -0.078644 2.077380 0.432418 -0.749 0.727 0.509 0.127
```
Positions in Å, forces in eV/Å.

Output
* structure (SMILES): O=c1[nH]c(=S)n(I)[nH]1
* ΔE to the lowest compared entry with this formula, charge and spin: 0.420 eV
* HOMO-LUMO gap: 0.2830 hartree
* spin multiplicity: 1
* largest force on an atom: 3.20 eV/Å

(5)
Entry from OMol25: a 2-piece molecular cluster, C2H2IN4 overall at a distorted geometry (ωB97M-V/def2-TZVPD).

```
9
Properties=species:S:1:pos:R:3:forces:R:3:lowdin_charge:R:1
C -1.418007 -0.564099 0.037940 2.754 -0.912 -0.639 -0.717
C 2.151081 -0.437867 -0.106836 -0.799 -4.341 2.162 0.113
N -0.257242 -0.570299 -0.111519 -0.500 -0.603 1.092 0.034
N -1.336934 2.292972 -0.038586 -0.703 -0.146 0.269 0.097
N -2.235156 1.774052 0.314003 0.777 1.378 -0.192 -0.022
N 0.933359 -0.123346 -0.234992 0.568 2.691 -1.474 0.026
I -3.261644 -1.082991 0.127775 -1.386 -0.703 0.126 1.232
H 2.986694 0.180575 -0.375831 -0.263 0.784 -0.273 0.095
H 2.437850 -1.469001 0.388047 -0.447 1.853 -1.071 0.142
```
Positions in Å, forces in eV/Å.

Output
* ΔE to the lowest compared entry with this formula, charge and spin: 0.480 eV
* HOMO-LUMO gap: 0.3203 hartree
* total charge: +1
* spin multiplicity: 1
* largest force on an atom: 4.91 eV/Å

(6)
Entry from OMol25: a 2-piece molecular cluster, C2H2INO overall at a distorted geometry (ωB97M-V/def2-TZVPD).

```
7
Properties=species:S:1:pos:R:3:forces:R:3:mulliken_spin:R:1
C -1.394658 -0.520370 0.601363 1.257 -0.166 5.490 0.004
C 1.426136 1.422590 0.351741 2.053 -2.778 1.506 1.491
N -1.666194 -0.352884 -0.464682 -1.043 0.471 -4.489 0.005
O 0.692051 1.900655 -0.530463 -3.179 2.122 -4.656 0.131
I 2.503230 -0.362070 -0.027434 0.109 0.282 0.414 0.315
H -1.155978 -0.516450 1.671027 -0.153 -0.265 -1.047 -0.002
H 0.367330 1.522685 -1.438468 0.956 0.334 2.783 0.056
```
Positions in Å, forces in eV/Å.

Output
* ΔE to the lowest compared entry with this formula, charge and spin: 1.958 eV
* HOMO-LUMO gap (alpha / beta): 0.2699 / 0.3080 hartree
* spin multiplicity: 3
* largest force on an atom: 6.02 eV/Å

How do the records compare in E_tot? In the order shown, they have -1221.37471; -1146.07793; -539.25066; -1012.77010; -593.74989; -504.89958 Eh.